1.
The following is a DFT calculation (wB97M-V/def2-TZVPD) of a molecular structure, C8H10F12MgO14S4 in a non-equilibrium geometry.

Positions of all 49 atoms, in Å:
Mg1 -0.0934 0.3179 0.2989
C1 2.8142 2.4200 -2.8212
F1 3.4924 1.4581 -3.4872
F2 3.4154 2.8263 -1.7061
F3 2.7383 3.3311 -3.7722
S1 0.9606 1.7548 -2.4220
O1 0.8988 1.2743 -1.0584
O2 0.1140 2.9475 -2.6140
O3 0.6060 0.7083 -3.4041
C2 3.0865 -2.1161 1.4210
F4 2.1299 -3.0622 1.3558
F5 3.9588 -2.5673 2.2427
F6 3.7353 -1.8811 0.2485
S2 2.5295 -0.3475 2.1568
O4 3.7498 0.4171 2.2566
O5 1.4879 0.0774 1.2099
O6 1.9478 -0.6255 3.4920
C3 -3.8273 1.6453 -1.9922
F7 -4.3189 2.0549 -0.7590
F8 -4.7483 1.3796 -2.9165
F9 -3.0595 2.6745 -2.3775
S3 -2.6897 0.1777 -1.7068
O7 -3.5569 -0.9560 -1.4532
O8 -1.9681 0.0044 -2.9443
O9 -1.7770 0.5158 -0.5946
C4 -0.0805 -3.9756 -1.5639
F10 0.2478 -4.8456 -2.4921
F11 -1.3624 -3.8816 -1.3304
F12 0.4722 -4.3888 -0.3757
S4 0.6345 -2.1544 -1.8230
O10 0.0174 -1.2694 -0.7753
O11 2.0840 -2.1614 -1.8242
O12 0.0527 -1.6904 -3.0837
C5 -1.2337 -2.0111 1.7987
O13 -0.7634 -0.7153 1.8973
C6 -1.5250 0.0584 2.7567
C7 -1.0026 1.4384 2.8093
O14 -0.5714 1.8715 1.4369
C8 0.1899 3.0733 1.3756
H1 -1.7389 -2.3450 0.8924
H2 -1.8629 -2.3184 2.6341
H3 -0.3263 -2.6042 1.9129
H4 -1.5308 -0.3779 3.7555
H5 -2.5785 0.0980 2.4798
H6 -0.1765 1.5086 3.5168
H7 -1.8151 2.0777 3.1546
H8 0.8905 3.1322 2.2086
H9 -0.4507 3.9448 1.5106
H10 0.8033 3.1070 0.4753

The calculation puts the LUMO energy at 4.1 eV. Its net charge is -2. The HOMO-LUMO gap is 7.4 eV.

Löwdin population analysis, charges in e, atoms 1 to 6:
1. Mg 0.3881
2. C -0.6094
3. F 0.0937
4. F 0.1288
5. F 0.1153
6. S 0.5856

2.
The following is a DFT calculation (wB97M-V/def2-TZVPD) of a molecular structure, ClH4IPPt in a non-equilibrium geometry.

Positions of all 8 atoms, in Å:
Cl1 0.7129 2.4389 0.3231
P1 0.4379 0.4643 0.1536
I1 -2.3848 -0.1225 0.0336
H1 0.2064 0.1713 1.4938
H2 0.0641 -1.5388 0.0584
H3 0.2023 0.4794 -1.2089
H4 1.7554 -0.0269 0.0697
Pt1 -0.9943 -1.8656 -0.9234

The calculation puts the LUMO energy at -6.5 eV. Its net charge is +1. The HOMO-LUMO gap is 7.4 eV.

Löwdin population analysis, charges in e, atoms 1 to 6:
1. Cl 0.2990
2. P 0.1342
3. I 0.4720
4. H -0.0323
5. H -0.1323
6. H -0.0791

3.
The following is a DFT calculation (wB97M-V/def2-TZVPD) of 3 unconnected molecules or ions with the total composition C4H13NO in a non-equilibrium geometry.

Positions of all 19 atoms, in Å:
C1 -1.2396 -1.7201 0.5677
C2 -0.1962 -0.7433 0.9192
N1 0.3998 0.1066 0.1175
C3 -0.7599 1.0315 -0.0589
C4 -0.4765 2.1128 -1.1528
H1 -2.3057 -1.4588 0.6309
H2 -1.2413 -2.6419 1.1664
H3 -1.1877 -2.1626 -0.4385
H4 0.0590 -0.6704 1.9834
H5 -1.6695 0.5540 -0.4327
H6 -1.1066 1.4828 0.8870
H7 0.3695 2.7379 -0.8574
H8 -0.1786 1.5691 -2.0511
H9 -1.3677 2.7075 -1.3530
H10 2.4783 -1.8079 2.3074
H11 1.9289 -2.2944 2.2571
O1 2.2496 0.7065 -1.7361
H12 1.5094 0.6098 -1.0916
H13 2.7347 -0.1192 -1.6645

As for the structure (SMILES): C/C=N\CC.[H][H].O. The calculation puts the LUMO energy at -0.3 eV. Its net charge is 0. The HOMO-LUMO gap is 8.0 eV.

Löwdin population analysis, charges in e, atoms 1 to 6:
1. C -0.0775
2. C -0.2168
3. N -0.0380
4. C -0.2899
5. C -0.0855
6. H 0.0876

4.
The following is a DFT calculation (wB97M-V/def2-TZVPD) of 2 unconnected molecules or ions with the total composition C4H8N2O in a non-equilibrium geometry.

Positions of all 15 atoms, in Å:
N1 -1.4594 -2.8083 -1.4875
C1 -1.1689 -1.8244 -0.9507
C2 -0.8544 -0.5829 -0.2960
C3 -0.3003 0.4569 -0.9402
C4 -0.0672 1.7204 -0.1719
O1 0.6135 1.4553 1.0629
H1 -1.2635 -0.4815 0.7021
H2 -0.1705 0.4205 -2.0104
H3 -1.0525 2.1432 0.0576
H4 0.4967 2.4497 -0.7669
H5 0.4572 2.2106 1.6442
N2 0.9001 -1.3148 0.7141
H6 0.9536 -0.6521 1.4764
H7 1.0801 -2.2787 0.9313
H8 1.3913 -0.9205 -0.0844

As for the structure (SMILES): N#C/C=C/CO.N. The calculation puts the LUMO energy at 0.5 eV. Its net charge is 0. The HOMO-LUMO gap is 8.8 eV.

Löwdin population analysis, charges in e, atoms 1 to 6:
1. N 0.1421
2. C -0.2199
3. C -0.2100
4. C -0.1304
5. C -0.2552
6. O -0.0931

5.
The following is a DFT calculation (wB97M-V/def2-TZVPD) of 4 unconnected molecules or ions with the total composition C26H38BClFN2O16P in a non-equilibrium geometry.

Positions of all 86 atoms, in Å:
C1 0.1203 -4.8660 0.6902
C2 0.6070 -4.0364 -0.0699
C3 0.9777 -2.6134 -0.7078
C4 1.8646 -1.6996 0.2297
C5 1.4018 -0.2159 0.5125
C6 0.4073 0.4821 -0.5163
C7 0.6994 0.3501 -2.0908
C8 2.2149 0.1170 -2.4479
O1 2.4543 -0.6598 -3.3556
O2 3.3213 0.6949 -1.7715
C9 3.9498 1.6796 -2.5563
C10 5.0759 2.5755 -1.8726
O3 3.7296 1.8930 -3.7299
C11 0.8470 2.0373 -0.2942
O4 1.4449 2.7939 -1.0398
N1 0.4119 2.3331 1.0548
C12 -0.9567 1.7256 1.1532
O5 -0.9544 1.1957 2.5092
C13 -1.8929 3.0046 1.3240
C14 -3.3899 2.6558 1.8037
F1 -3.6312 3.1773 3.1177
C15 -1.1439 0.7200 -0.0690
B1 -2.1404 1.3630 -1.2124
O6 -1.7498 2.4721 -2.0297
N2 -3.5335 0.8657 -1.4450
C16 -3.6279 0.3726 -2.8676
C17 -4.5514 1.9341 -1.2370
P1 -2.1812 -0.7498 0.5267
O7 -2.4634 -1.8536 -0.7625
Cl1 -1.0988 -1.9348 1.9277
H1 -0.1130 -5.6675 1.4275
H2 0.0395 -2.1565 -1.1228
H3 1.6199 -2.8740 -1.6147
H4 2.9254 -1.6975 -0.1863
H5 1.9522 -2.2355 1.2322
H6 1.0107 -0.1732 1.5789
H7 2.3399 0.4349 0.5350
H8 0.3530 1.2412 -2.6870
H9 0.1328 -0.5447 -2.5109
H10 4.5980 3.2857 -1.1335
H11 5.7797 1.9119 -1.2797
H12 5.6198 3.2082 -2.6330
H13 0.4994 3.3101 1.3496
H14 -0.0479 1.2831 2.8732
H15 -1.4585 3.5869 2.2052
H16 -1.8745 3.7315 0.4555
H17 -3.5570 1.5399 1.7567
H18 -4.0822 3.2350 1.1163
H19 -1.2927 3.1540 -1.4982
H20 -2.5894 0.0936 -3.2457
H21 -4.2896 -0.5512 -2.9028
H22 -4.0230 1.1566 -3.5793
H23 -5.0293 1.8060 -0.2188
H24 -4.1945 2.9831 -1.4517
H25 -5.3886 1.7295 -1.9862
H26 -1.9660 -1.5676 -1.5584
O8 3.6980 -5.1432 0.8002
C18 4.2865 -4.9575 -0.2204
O9 5.6415 -5.0000 -0.3439
C19 5.9407 -4.9558 -1.7336
C20 4.7240 -4.2987 -2.3187
O10 3.6906 -4.6742 -1.4136
H27 6.8519 -4.3862 -1.9166
H28 6.0813 -5.9771 -2.0977
H29 4.8024 -3.2079 -2.3331
H30 4.5039 -4.6507 -3.3265
O11 -2.1764 5.1892 -1.6713
C21 -3.0380 5.8739 -1.2068
O12 -2.9977 7.2304 -1.1581
C22 -4.2869 7.6772 -0.7496
C23 -4.8380 6.4873 -0.0187
O13 -4.1863 5.3936 -0.6568
H31 -4.2093 8.5588 -0.1137
H32 -4.8707 7.9309 -1.6383
H33 -4.5730 6.4869 1.0421
H34 -5.9206 6.4037 -0.1126
O14 -0.7765 -7.2356 6.6024
C24 -0.0886 -6.5083 5.9555
O15 -0.5577 -5.6269 5.0295
C25 0.5336 -4.7961 4.6489
C26 1.7307 -5.6429 4.9696
O16 1.2690 -6.4515 6.0466
H35 0.4757 -4.5387 3.5908
H36 0.5007 -3.8768 5.2404
H37 2.0196 -6.2917 4.1382
H38 2.5936 -5.0492 5.2708

As for the structure (SMILES): C#CCCC[C@]1(CC(=O)OC(C)=O)C(=O)N[C@@](O)(CCF)[C@]1(B(O)N(C)C)P(O)Cl.O=C1OCCO1.O=C1OCCO1.O=C1OCCO1. The calculation puts the LUMO energy at 0.1 eV. Its net charge is 0. The HOMO-LUMO gap is 8.6 eV.

Löwdin population analysis, charges in e, atoms 1 to 6:
1. C 0.0414
2. C -0.1275
3. C -0.1833
4. C -0.1802
5. C -0.1356
6. C -0.2237

6.
The following is a DFT calculation (wB97M-V/def2-TZVPD) of a molecular structure, C31H24N2O5P2Ti.

Positions of all 65 atoms, in Å:
Ti1 0.6915 0.0519 0.1618
O1 2.4388 0.6978 6.0358
C1 2.0123 0.5904 4.7640
C2 0.6526 0.6001 4.4337
C3 0.3299 0.4776 3.1005
N1 1.2768 0.3568 2.1906
C4 2.5687 0.3499 2.4764
C5 2.9971 0.4581 3.7784
C6 3.4093 0.1733 1.2207
O2 4.6063 0.0691 1.2700
O3 2.6573 0.1267 0.1406
C7 -1.0541 0.4038 2.4733
O4 -2.0519 0.5340 3.1327
O5 -0.9806 0.1755 1.1801
H1 1.6898 0.7983 6.6347
H2 -0.1279 0.6964 5.1781
H3 4.0478 0.4445 4.0299
N2 0.1495 -0.4927 -1.6005
P1 0.6417 2.4703 -0.3319
C8 -1.1690 2.7372 -0.3763
C9 -2.0119 2.2680 -1.3856
C10 -3.3846 2.4194 -1.2871
C11 -3.9419 3.0355 -0.1727
C12 -3.1176 3.5080 0.8349
C13 -1.7404 3.3659 0.7283
C14 1.1485 2.6312 -2.0859
C15 0.5401 3.5844 -2.9081
C16 0.9757 3.7823 -4.2095
C17 2.0358 3.0422 -4.7143
C18 2.6618 2.1098 -3.9012
C19 2.2272 1.9069 -2.5983
P2 0.3090 -2.1740 -1.9025
C20 -1.4064 -2.7859 -1.6660
C21 -1.6235 -4.1645 -1.6292
C22 -2.9050 -4.6713 -1.4983
C23 -3.9900 -3.8044 -1.4149
C24 -3.7830 -2.4358 -1.4594
C25 -2.4948 -1.9270 -1.5855
C26 0.9810 -2.6526 -0.2314
C27 0.1739 -2.7520 0.9088
C28 0.7253 -3.0718 2.1446
C29 2.0894 -3.3015 2.2529
C30 2.9014 -3.2207 1.1268
C31 2.3509 -2.9033 -0.1042
H4 0.0758 0.0834 -2.4301
H5 -1.5908 1.7790 -2.2548
H6 -4.0250 2.0482 -2.0778
H7 -5.0161 3.1444 -0.0943
H8 -3.5447 3.9872 1.7063
H9 -1.0972 3.7419 1.5166
H10 -0.2825 4.1771 -2.5295
H11 0.4848 4.5228 -4.8288
H12 2.3740 3.1972 -5.7307
H13 3.4963 1.5324 -4.2790
H14 2.7381 1.1804 -1.9792
H15 -0.7826 -4.8474 -1.6959
H16 -3.0635 -5.7416 -1.4607
H17 -4.9912 -4.2028 -1.3135
H18 -4.6212 -1.7546 -1.3848
H19 -2.3286 -0.8563 -1.5808
H20 -0.8928 -2.5857 0.8212
H21 0.0848 -3.1419 3.0151
H22 2.5224 -3.5510 3.2136
H23 3.9658 -3.3974 1.2097
H24 2.9873 -2.8231 -0.9771

The calculation puts the LUMO energy (spin up / spin down) at -0.9 / -0.9 eV. Its net charge is 0. The HOMO-LUMO gap (spin up / spin down) is 6.7 / 6.7 eV.

Löwdin population analysis, charges in e, atoms 1 to 6:
1. Ti 0.9206
2. O 0.0963
3. C -0.2620
4. C 0.0957
5. C -0.1516
6. N 0.0396

Here are the calculated energy above the lowest of the compared OMol25 structures with the same formula, charge and spin numbers, same order: 4.203 0.000 4.407 3.241 2.624 0.174 (eV).
Here are the calculated total energy numbers, same order: -118523.140 -33213.061 -7892.254 -9303.152 -88521.066 -87451.501 (eV).